No. 1
C5H10O3 as an isolated structure at a distorted geometry. Source: the Open Molecules 2025 dataset; level of theory: ωB97M-V/def2-TZVPD.

Summary:
Orbital gap in eV: 9.04
Charge: 0
Highest occupied orbital energy in eV: -8.290
Calculated total energy in Eh: -422.00027
LUMO energy in eV: 0.7549
Relative energy (zero: lowest compared OMol25 entry of this formula, charge and spin) in eV: 6.9744

Each line ends with the Mulliken charge.
Positions of all 18 atoms, in Å:
1 C -2.28285 -0.14945 -0.07874  -0.66
2 C 0.05256 -0.15544 0.12831  0.70
3 C 0.31582 -1.56781 0.77503  -0.49
4 C 1.05163 -1.18633 -0.44301  -0.27
5 C 0.69502 1.97185 -0.15346  -0.68
6 H -2.47922 -1.38819 -0.17497  0.19
7 H -1.94585 0.25594 1.18657  0.31
8 H -2.85857 0.27959 -0.82272  0.35
9 H -0.57507 -2.16212 0.68178  0.25
10 H 0.85066 -1.41381 1.72169  0.25
11 H 0.69856 -1.56192 -1.47798  0.32
12 H 2.26640 -0.09604 0.13637  0.35
13 H 1.74236 1.87922 -0.69144  0.27
14 H -0.27873 1.97112 -0.69050  0.33
15 H 0.69592 3.03033 0.52008  0.22
16 O -0.95720 0.03425 -0.85651  -0.43
17 O 2.29479 -0.58548 -0.62664  -0.52
18 O 0.71377 0.84430 0.86615  -0.49


No. 2
C35H32Br2N8O3S4Y as an isolated structure at a distorted geometry. Source: the Open Molecules 2025 dataset; level of theory: ωB97M-V/def2-TZVPD.

Summary:
Orbital gap in eV: 6.55
Charge: +1
Highest occupied orbital energy in eV: -9.673
Calculated total energy in Eh: -8795.82424
LUMO energy in eV: -3.1277
Relative energy (zero: lowest compared OMol25 entry of this formula, charge and spin) in eV: 0.0000

Each line ends with the Mulliken charge.
Positions of all 85 atoms, in Å:
1 Y 9.77958 11.25212 13.45219  0.27
2 O 7.15765 15.95508 18.67360  -0.53
3 C 6.25410 15.32629 17.78725  -0.60
4 C 6.97821 14.47363 16.76075  0.29
5 C 6.36420 13.56351 15.92107  -1.23
6 C 7.08516 12.79634 15.04057  -0.94
7 N 8.42061 12.86657 14.93732  0.94
8 C 9.05394 13.72790 15.75824  -0.05
9 C 8.35863 14.52239 16.67458  -0.85
10 C 10.53447 13.78650 15.63422  0.69
11 C 11.28765 14.78353 16.22013  -0.94
12 C 12.66437 14.74970 16.20796  0.49
13 C 13.54306 15.77439 16.90961  -0.67
14 O 12.76918 16.59249 17.74454  -0.50
15 C 13.24955 13.64453 15.62007  -1.42
16 C 12.45563 12.71071 14.98556  -0.15
17 N 11.11698 12.77593 14.95876  0.78
18 H 6.97611 16.90307 18.73491  0.32
19 H 5.57277 16.05187 17.32571  0.37
20 H 5.57829 14.69133 18.40148  0.29
21 H 5.28005 13.46416 15.93888  0.47
22 H 6.62871 12.16356 14.30264  0.79
23 H 8.82131 15.25450 17.30007  0.85
24 H 10.77908 15.60823 16.68678  0.46
25 H 13.97943 16.40818 16.12393  0.32
26 H 14.37340 15.28060 17.43209  0.37
27 H 13.36491 17.23792 18.13716  0.31
28 H 14.30267 13.43621 15.71842  0.46
29 H 12.93193 11.84756 14.49697  0.17
30 Br 14.53994 6.55188 15.86932  -0.11
31 C 13.31226 7.78801 15.18299  -0.55
32 C 12.22104 8.18135 15.97276  -0.97
33 C 11.38832 9.15884 15.45236  -0.91
34 N 11.50724 9.71135 14.26342  1.12
35 C 12.51594 9.28382 13.47676  0.57
36 C 13.43679 8.35978 13.93504  -0.52
37 C 12.71387 10.02664 12.17572  0.61
38 C 13.55092 9.51515 11.16980  -1.09
39 C 13.79041 10.29579 10.01849  -0.45
40 Br 15.01368 9.81939 8.71108  -0.12
41 C 13.11238 11.51149 9.96399  -0.56
42 C 12.28416 11.90937 10.97785  0.19
43 N 12.06314 11.19960 12.09149  0.93
44 H 12.06192 7.78676 16.96611  0.53
45 H 10.53896 9.50286 16.04352  0.87
46 H 14.30195 8.00281 13.35714  0.44
47 H 14.02685 8.55205 11.28147  0.50
48 H 13.24519 12.14242 9.08094  0.30
49 H 11.72008 12.81340 10.84339  -0.13
50 S 7.87327 11.33286 11.47562  -0.56
51 C 8.12639 9.58658 11.26138  0.59
52 S 9.55435 8.89350 12.03773  -0.56
53 C 7.27352 8.78022 10.52253  0.75
54 C 7.53544 7.38645 10.52228  -0.01
55 N 7.68381 6.25829 10.60143  -0.52
56 C 6.15584 9.30277 9.76262  -0.21
57 N 5.23033 9.68009 9.18259  -0.51
58 N 7.56620 14.44848 11.76460  -0.25
59 C 8.80901 14.67589 11.36335  0.44
60 S 10.13757 14.18457 12.33112  -0.10
61 N 8.97385 15.45089 10.26785  -0.14
62 C 10.20329 15.54236 9.50379  -0.41
63 C 10.93660 16.71441 9.46064  -0.29
64 C 12.08870 16.77549 8.66454  -0.53
65 C 12.49632 15.67571 7.92269  -0.62
66 C 11.82755 14.45568 8.06930  -0.59
67 C 10.68624 14.39444 8.86304  0.06
68 H 7.39045 13.85314 12.54711  0.00
69 H 6.76536 14.53587 11.14992  0.24
70 H 8.13609 15.86432 9.87800  0.23
71 H 10.61519 17.57446 10.05299  0.43
72 H 12.66786 17.69183 8.65202  0.39
73 H 13.36284 15.71600 7.27275  0.41
74 H 12.15462 13.54487 7.58352  0.55
75 H 10.10998 13.47339 8.99945  0.54
76 C 6.23942 8.94736 14.21605  -0.59
77 S 7.50760 8.94731 15.43219  0.25
78 C 8.32479 7.43361 14.99710  -0.77
79 O 8.45436 10.09618 15.04665  -0.22
80 H 6.67876 8.98286 13.21527  -0.06
81 H 5.57382 9.77767 14.41188  0.32
82 H 5.61598 8.05171 14.35431  0.48
83 H 7.61674 6.63424 15.22317  0.49
84 H 9.23025 7.27329 15.60253  0.24
85 H 8.54549 7.32853 13.93393  0.15


No. 3
H4N3OPS as an isolated structure at a distorted geometry. Source: the Open Molecules 2025 dataset; level of theory: ωB97M-V/def2-TZVPD.

Summary:
Orbital gap in eV: 8.23
Charge: 0
Highest occupied orbital energy in eV: -9.575
Calculated total energy in Eh: -981.37863
LUMO energy in eV: -1.3428
Relative energy (zero: lowest compared OMol25 entry of this formula, charge and spin) in eV: 2.8565

Each line ends with the Mulliken charge.
Positions of all 10 atoms, in Å:
1 N -0.04665 2.96379 -1.06318  -0.46
2 N 0.25662 0.58367 -0.14253  -0.14
3 N -1.72342 -1.03371 0.00290  -0.47
4 O 0.98488 -2.62225 0.86175  -0.65
5 P -1.44095 0.44166 0.01193  0.16
6 S 0.88972 1.99619 -0.34631  0.33
7 H 0.44612 3.80646 -1.34205  0.27
8 H 0.19150 -2.35480 1.30160  0.33
9 H 1.67302 -1.97844 1.12021  0.31
10 H -1.23084 -1.80258 -0.40432  0.33


No. 4
A 2-piece molecular cluster, C6H8NS overall at a distorted geometry. Source: the Open Molecules 2025 dataset; level of theory: ωB97M-V/def2-TZVPD.

Summary:
Orbital gap in eV: 7.82
Charge: +1
Highest occupied orbital energy in eV: -12.683
Calculated total energy in Eh: -685.93141
LUMO energy in eV: -4.8581
Relative energy (zero: lowest compared OMol25 entry of this formula, charge and spin) in eV: 3.8012

Each line ends with the Mulliken charge.
Positions of all 16 atoms, in Å:
1 C -2.77864 0.63566 0.66440  -0.62
2 C -1.52303 0.04647 0.93014  -0.55
3 C -2.82940 1.36918 -0.46686  -0.47
4 C -0.64101 0.28936 -0.13616  -0.01
5 C 1.88726 -0.50579 0.37545  -0.35
6 C 0.59542 -0.46482 -0.34176  0.15
7 N 1.81487 0.19470 -0.91373  -0.22
8 S -1.33000 1.23789 -1.41593  -0.06
9 H -3.55001 0.67033 1.28746  0.50
10 H -1.22827 -0.35577 1.79391  0.53
11 H -3.47517 2.07123 -0.79163  0.52
12 H 1.93815 0.35776 1.11217  0.32
13 H 2.41062 -1.45678 0.58843  0.29
14 H 0.21408 -1.75801 -1.55393  0.28
15 H 2.08758 1.25177 -0.95398  0.34
16 H 2.19494 -0.27333 -1.75850  0.34